Molecular formula: C24H32N4PdS
Method: DFT, ωB97M-V with the def2-TZVPD basis set

XYZ file:
```
62
Properties=species:S:1:pos:R:3:forces:R:3
Pd -0.106305 -0.145091 -0.031382 0.140 0.001 -0.042
S 2.360574 0.796764 -0.057651 -0.094 -0.108 0.067
N -1.350322 -1.784356 -0.545483 0.021 -0.073 -0.006
N -0.550038 0.103751 -2.120987 -0.008 0.062 0.094
N -0.862264 1.731802 0.524326 -0.064 0.100 -0.143
N -0.147048 -0.185989 2.158964 -0.064 0.090 -0.019
C 0.878985 -2.476703 2.234465 -0.071 -0.005 0.024
C 3.139787 -0.628926 -0.829806 0.011 -0.035 -0.027
C -1.250795 2.579433 -0.590168 0.003 -0.010 0.027
C -1.297261 1.970375 4.972075 0.003 -0.018 -0.010
C 0.194728 -1.323916 2.990742 0.034 0.023 0.013
C -0.450598 1.400341 -2.755910 0.010 0.049 0.011
C -0.641276 0.897766 2.726538 0.055 -0.069 0.023
C -0.937724 2.040342 1.792063 0.019 -0.039 0.051
C -2.299129 -3.769603 -3.541561 0.008 0.018 0.006
C -1.449508 3.907062 3.477937 -0.006 0.014 0.005
C -0.923356 0.944878 4.117738 0.005 0.027 -0.030
C 0.038958 -3.749265 2.028973 0.071 -0.044 0.002
C 2.941668 0.622829 1.634183 0.008 0.064 0.035
C -1.760654 -2.743629 0.460117 -0.008 0.014 0.028
C -1.487446 -2.047391 -1.831240 0.024 -0.006 0.051
C -0.244667 2.538778 -1.750824 -0.025 -0.030 -0.014
C -1.223571 3.362894 2.233851 -0.013 0.019 0.022
C -1.944955 -3.306793 -2.285926 -0.042 -0.024 -0.056
C -0.717889 -3.852697 0.707744 -0.022 -0.016 -0.023
C -1.937207 -1.809880 -4.982834 -0.005 -0.016 0.002
C -1.413637 -0.870572 -4.117695 -0.004 0.011 -0.023
C -1.512142 3.312552 4.731579 -0.001 0.000 -0.005
C -1.116603 -0.909448 -2.730325 -0.046 -0.044 -0.096
C -2.328508 -3.123196 -4.764781 0.012 0.019 0.027
H 0.003789 -3.837652 -0.114389 -0.017 0.006 -0.026
H 2.879004 -1.545542 -0.300085 0.006 0.030 0.005
H 2.397748 1.361250 2.220940 0.015 -0.011 0.040
H 0.706280 -4.613443 2.088781 -0.017 -0.007 0.008
H -1.205126 -4.831166 0.667078 0.011 0.001 0.012
H -1.266585 4.090939 1.437074 0.002 -0.006 0.012
H -0.827857 -0.005391 4.619581 0.016 -0.032 0.006
H 1.236766 -2.115252 1.263435 -0.016 0.028 0.020
H -1.755121 3.944415 5.575560 -0.002 0.002 0.000
H 2.743271 -0.684815 -1.842295 0.026 -0.020 -0.019
H -0.340705 3.470212 -2.315128 0.008 0.006 0.003
H -2.681489 -3.685904 -5.618986 0.005 -0.004 -0.002
H -2.224347 2.224969 -0.950970 -0.014 0.020 -0.001
H 4.221869 -0.514015 -0.867102 0.000 0.014 0.005
H 1.768427 -2.758050 2.802537 0.026 0.002 -0.019
H -0.661133 -3.858290 2.863714 -0.004 0.027 0.005
H -1.389584 3.618018 -0.292614 0.021 -0.002 -0.013
H -1.380763 1.612740 -3.299311 0.006 -0.018 -0.015
H -2.062624 -4.044963 -1.505168 0.008 0.000 -0.006
H 0.358209 1.427024 -3.499275 0.006 0.018 0.004
H -1.917445 -2.177913 1.380293 -0.014 -0.013 0.014
H -1.422958 1.656274 6.004021 -0.001 -0.003 0.001
H -1.627399 4.978239 3.462251 0.000 0.002 0.005
H -2.625049 -4.805161 -3.554266 -0.002 -0.002 -0.003
H -1.145808 0.059383 -4.600475 -0.009 -0.005 0.017
H -0.699874 -1.719078 3.493144 0.006 0.005 -0.007
H -2.729961 -3.180758 0.195904 0.006 0.011 0.014
H 2.714661 -0.368097 2.023016 -0.010 0.002 -0.032
H 0.860251 -0.988458 3.798491 -0.014 0.005 0.009
H 0.766475 2.529742 -1.344233 0.003 -0.018 -0.005
H -2.031326 -1.462004 -6.007061 0.003 -0.005 -0.004
H 4.010306 0.823035 1.695616 -0.004 -0.007 -0.018
```
Positions in Å, forces in eV/Å.

Properties
- ΔE to the lowest compared entry with this formula, charge and spin: 0.0 kcal/mol
- HOMO level (spin up / spin down): -6.531 / -6.576 eV
- Frontier orbital gap (spin up / spin down): 7.08 / 6.23 eV
- Spin multiplicity: 3
- E_LUMO (spin up / spin down): 0.5 / -0.4 eV

Molecular formula: C24H33AuClN3O5Si2Te
Method: DFT, ωB97M-V with the def2-TZVPD basis set

XYZ file:
```
70
Properties=species:S:1:pos:R:3:forces:R:3
Au 0.802730 -0.412083 0.550454 -0.001 0.222 -0.022
Te -1.868743 -0.412963 0.634153 0.353 -0.743 0.094
Cl 6.801153 -0.003603 -0.409206 -0.120 0.053 -0.155
Si -1.814579 -3.667380 1.313240 -0.014 -0.019 0.074
Si -4.472576 0.857340 -1.003365 -0.144 -0.007 -0.094
O 5.643894 -0.340768 3.957938 0.121 -0.008 -0.113
O 3.090924 -0.430988 3.991715 -0.078 -0.033 -0.017
O -0.334605 1.831693 0.261257 -0.137 0.310 -0.147
O 7.214475 -0.491817 2.410290 0.017 0.004 -0.042
O 1.423453 -0.867638 2.597883 0.053 0.018 0.075
N 3.077963 -0.346076 0.464644 0.018 -0.155 -0.051
N 4.096464 -0.210037 -0.411515 0.033 -0.040 -0.057
N 0.093225 3.082632 0.373651 0.074 -0.233 0.024
C 3.114485 0.081323 -4.531512 -0.015 0.003 0.018
C 4.746502 -0.356287 -2.806167 -0.075 -0.130 0.057
C 3.590284 -0.433608 1.680814 -0.102 0.031 0.046
C 0.943417 5.039876 -0.636491 -0.029 0.006 0.001
C 5.271974 -0.220305 0.283785 0.012 0.127 -0.068
C 0.460782 3.752841 -0.731798 0.012 0.071 -0.012
C 3.799091 -0.095793 -1.822563 0.046 0.046 0.062
C 2.639925 -0.584836 2.860837 -0.006 -0.091 -0.025
C -4.097764 -0.361764 -2.361370 0.115 -0.136 0.042
C -3.478196 2.411772 -1.247819 0.154 0.056 0.084
C 4.397320 -0.264728 -4.146295 0.035 0.005 -0.013
C -1.681481 -4.834874 2.746692 -0.014 -0.089 0.070
C -1.939470 -1.920030 2.093785 0.012 -0.013 -0.080
C 4.995439 -0.356042 1.633509 0.003 -0.018 0.030
C -6.293108 1.187085 -0.889763 -0.095 0.027 0.071
C -3.927225 0.084249 0.654871 0.249 0.334 -0.068
C -3.358683 -3.925586 0.302716 -0.097 0.014 -0.037
C -0.297854 -3.749842 0.238096 0.115 0.043 -0.041
C 0.168917 3.649563 1.590033 0.033 0.056 0.033
C 6.052919 -0.406443 2.707259 -0.029 -0.007 0.091
C 2.512963 0.269462 -2.209807 -0.012 0.144 0.040
C 0.644218 4.934963 1.729991 -0.024 0.003 -0.009
C 2.174509 0.351341 -3.549951 0.006 -0.008 0.002
C 1.046970 5.642558 0.607849 0.018 0.012 -0.007
H -4.392158 -0.867578 0.912006 -0.141 0.050 0.044
H 0.693792 5.368348 2.718198 0.028 -0.014 0.003
H -6.849055 0.265248 -0.705745 -0.011 0.024 -0.011
H 1.760192 0.514703 -1.475688 0.016 0.071 0.041
H -1.074613 -1.768678 2.748024 -0.007 0.090 -0.042
H -4.632265 -1.304752 -2.221765 -0.011 0.027 -0.017
H 1.440487 6.644998 0.701796 -0.038 0.001 -0.003
H 0.602971 -3.486234 0.800716 -0.022 -0.001 -0.007
H -6.528117 1.889886 -0.087735 -0.012 -0.010 -0.019
H 4.648395 -0.330580 4.029311 -0.061 0.011 0.058
H -0.779116 -4.626506 3.325676 -0.016 -0.012 0.005
H -2.865179 -1.820190 2.661591 0.021 0.065 0.024
H -3.346213 -4.906885 -0.176477 0.001 0.019 -0.007
H -6.657882 1.614910 -1.826468 -0.002 -0.007 0.019
H -3.029210 -0.590931 -2.425008 -0.027 0.008 -0.031
H 1.164949 0.633376 -3.821034 0.003 -0.008 -0.005
H 1.229199 5.558878 -1.539811 0.028 -0.015 0.004
H -3.978435 0.781490 1.494473 -0.324 -0.045 0.010
H -3.741414 2.885339 -2.195854 -0.025 -0.002 0.011
H -3.451072 -3.178814 -0.493234 -0.003 -0.030 -0.007
H 0.349758 3.204572 -1.654573 0.014 -0.014 0.012
H -0.167699 -4.773298 -0.123347 0.008 0.020 -0.007
H -1.624318 -5.870237 2.401927 0.000 0.025 0.001
H 5.747774 -0.649130 -2.559338 0.108 -0.073 0.098
H 2.850124 0.137536 -5.578568 0.010 0.015 0.004
H -4.396647 0.048763 -3.328030 -0.013 -0.006 0.009
H -3.652931 3.137053 -0.448909 -0.023 -0.005 -0.030
H 5.150200 -0.477839 -4.893140 -0.003 -0.009 0.006
H -2.404555 2.197609 -1.268882 -0.028 0.011 -0.003
H -0.152198 3.022646 2.407454 0.018 -0.025 -0.010
H -0.355734 -3.104170 -0.643182 -0.004 -0.018 0.009
H -2.540267 -4.755232 3.416372 0.015 -0.001 -0.006
H -4.258491 -3.877533 0.921388 0.015 0.005 -0.012
```
Positions in Å, forces in eV/Å.

Properties
- ΔE to the lowest compared entry with this formula, charge and spin: 43.1 kcal/mol
- HOMO level (spin up / spin down): -11.535 / -11.530 eV
- Frontier orbital gap (spin up / spin down): 7.65 / 5.85 eV
- Total charge: +1
- Spin multiplicity: 2
- E_LUMO (spin up / spin down): -3.9 / -5.7 eV

Molecular formula: C24H33BIrN11O2P
Method: DFT, ωB97M-V with the def2-TZVPD basis set

XYZ file:
```
73
Properties=species:S:1:pos:R:3:forces:R:3
Ir 0.200254 0.665504 -0.038405 -0.255 0.315 -0.023
P -0.079837 -3.301727 0.095146 -0.307 0.343 -0.078
O 0.606398 -1.999362 -0.127211 0.004 -0.256 0.060
O -1.580344 -3.469087 0.053861 0.182 0.110 -0.006
N -1.983654 0.682820 -0.128755 -0.124 0.082 0.012
N -1.069980 3.691743 0.044486 0.074 0.252 0.034
N 2.722340 0.606432 -0.002460 0.191 0.066 0.046
N 2.443957 0.113453 3.599996 -0.125 -0.013 0.033
N -2.801071 1.768816 -0.033881 -0.130 -0.062 0.009
N 0.079251 2.968715 0.011135 -0.059 0.166 -0.021
N 0.909443 0.300292 2.028828 -0.023 0.012 -0.138
N -0.437011 -4.177465 -2.379940 0.024 -0.061 -0.034
N 2.533571 0.529744 -3.664428 -0.097 0.061 -0.054
N 0.968905 0.463166 -2.113531 -0.030 0.033 0.151
N -0.920220 -4.369904 2.436681 0.238 -0.123 0.259
C 0.916063 0.414320 5.619481 0.004 0.009 -0.018
C -1.003231 0.807873 -3.665470 0.022 0.017 0.008
C -0.774635 5.046943 0.067780 -0.179 -0.354 -0.007
C 0.347611 0.663057 -3.348371 -0.180 -0.062 0.216
C -0.412719 0.632730 5.917359 -0.080 0.004 -0.014
C 3.265918 0.132104 -1.277211 -0.138 0.011 0.047
C 1.324114 0.707602 -4.337282 0.252 -0.047 -0.041
C 1.236311 0.319023 4.268045 0.251 -0.049 0.056
C -2.780721 -0.378019 -0.222829 -0.008 -0.036 0.007
C 3.179849 -0.120530 1.184676 -0.134 0.034 -0.062
C 0.570393 5.185322 0.042139 0.190 -0.080 0.000
C 0.471461 -4.470611 -1.209794 -0.059 -0.215 -0.281
C -0.319575 1.045361 -5.986412 -0.046 0.003 0.002
C 1.056237 3.856608 0.007395 0.168 0.075 -0.001
C 0.279646 0.436615 3.266037 -0.190 -0.040 -0.218
C 1.018008 0.899375 -5.681883 -0.016 0.019 0.049
C -1.317152 0.999842 -4.994022 0.048 0.006 -0.063
C -1.063865 0.651142 3.575150 0.003 0.013 -0.006
C 0.371267 -4.042027 1.725055 -0.011 -0.146 0.203
C 2.182040 0.115384 2.276282 0.131 -0.038 0.084
C -1.391753 0.747631 4.910916 0.074 -0.002 0.062
C -4.104703 1.356390 -0.065439 0.208 0.166 0.001
C -4.130340 -0.002027 -0.185841 0.002 -0.156 -0.026
C 2.255256 0.400142 -2.351085 0.134 -0.047 -0.107
B -2.450369 3.208550 0.060989 0.071 -0.180 -0.025
H 0.932757 -3.325350 2.318883 0.006 -0.004 0.003
H 1.504226 -4.348097 -1.524707 0.001 0.010 -0.020
H -4.905165 2.076622 -0.004268 0.012 -0.009 -0.001
H 1.663274 0.331308 6.397392 -0.006 0.007 -0.011
H 2.917564 1.595184 0.111945 0.082 -0.057 -0.020
H -3.060553 3.749620 1.027453 -0.078 0.070 -0.301
H -0.967896 -5.347612 2.729265 -0.009 0.053 0.025
H -1.408695 -4.171846 -2.037104 0.018 0.041 0.063
H -2.349589 -1.363352 -0.305532 -0.022 -0.022 0.036
H 3.404916 -0.948022 -1.202669 0.006 -0.020 -0.006
H 0.282145 -5.506199 -0.931600 0.075 -0.018 0.020
H 4.192525 0.141923 1.500606 0.003 0.039 0.028
H 1.780822 0.942598 -6.447928 -0.013 -0.005 0.015
H -0.711864 0.723946 6.952666 -0.003 -0.002 -0.010
H -1.767512 0.782169 -2.898364 0.017 -0.005 -0.008
H -2.351076 1.126487 -5.284905 0.007 -0.003 -0.018
H 2.087645 3.540470 -0.021768 -0.046 0.022 -0.003
H 1.141577 6.097306 0.047083 0.007 -0.021 -0.001
H -1.680559 -4.177165 1.758836 -0.197 0.104 -0.230
H -0.248689 -3.250814 -2.772865 0.004 -0.023 0.004
H -2.419550 0.924361 5.198237 0.013 -0.004 0.010
H -1.566431 5.778039 0.096839 -0.002 -0.028 0.001
H -1.812102 0.746415 2.796901 0.020 -0.006 0.008
H 0.953460 -4.957099 1.633310 0.060 0.039 0.003
H 3.171060 -1.183986 0.937995 0.015 -0.021 0.013
H -4.996733 -0.637391 -0.244153 0.015 0.001 0.004
H 4.237114 0.567298 -1.524192 -0.002 0.034 -0.026
H -3.128341 3.881467 -0.757090 -0.061 0.022 0.313
H 3.353092 0.016420 4.023832 0.005 0.015 0.002
H -0.349801 -4.868145 -3.129470 0.033 0.021 0.023
H -0.610555 1.205011 -7.015650 -0.004 -0.003 0.008
H 3.454414 0.563839 -4.073100 -0.011 -0.026 -0.004
H -1.058628 -3.791364 3.266940 -0.025 -0.030 -0.036
```
Positions in Å, forces in eV/Å.

Properties
- HOMO level (spin up / spin down): -14.941 / -15.440 eV
- Frontier orbital gap (spin up / spin down): 7.70 / 5.11 eV
- Total charge: +3
- Spin multiplicity: 5
- E_LUMO (spin up / spin down): -7.2 / -10.3 eV

Molecular formula: C24H33BrO2S4SbW
Method: DFT, ωB97M-V with the def2-TZVPD basis set

XYZ file:
```
66
Properties=species:S:1:pos:R:3:forces:R:3
W -0.144887 -0.554401 -0.375580 0.003 0.373 0.244
Sb -1.380007 -3.961648 -0.316908 0.158 -0.158 -0.109
Br -1.320515 -3.225492 -5.608241 0.042 -0.048 -0.027
S -1.814542 -1.708391 0.650689 0.177 0.178 -0.137
S -2.928860 -4.648830 -1.796602 -0.046 0.073 -0.018
S 0.439477 -2.560278 -1.305211 0.111 0.108 0.117
S -0.521780 -5.380408 1.211281 -0.034 0.025 0.047
O -2.988697 1.460968 -1.538292 0.019 -0.036 -0.033
O -1.000400 0.468421 -1.758597 -0.256 0.047 -0.081
C -2.496988 -2.175012 -4.567766 -0.073 0.084 0.070
C 2.780611 1.005029 -1.571411 -0.008 -0.065 0.007
C -4.216411 -0.636537 -3.045319 0.005 -0.071 -0.062
C 3.691192 -0.206525 -1.767298 0.005 -0.007 -0.016
C 1.119304 -0.878967 2.906994 -0.008 0.011 -0.011
C -1.197913 3.213179 1.150413 0.040 -0.058 0.033
C 1.000476 -0.025098 1.634910 0.046 -0.101 -0.040
C -3.861568 -2.386300 -4.657516 0.009 -0.009 0.007
C -0.190668 2.561399 3.301940 0.017 0.017 -0.003
C 1.975188 -0.217024 0.607194 0.073 -0.082 -0.017
C 1.881399 0.793526 -0.372106 -0.064 -0.329 -0.084
C -4.720150 -1.613683 -3.887419 0.023 0.040 0.003
C 2.201262 -0.203929 3.769811 0.024 0.000 0.038
C -1.971954 -1.223733 -3.713415 0.021 -0.084 -0.074
C 0.800423 1.603512 0.036168 -0.077 -0.023 -0.020
C -2.842209 -0.449196 -2.956816 -0.070 0.019 -0.004
C 1.960005 1.222795 -2.846677 -0.007 0.023 0.013
C 1.601033 -2.298713 2.566572 0.015 -0.001 0.018
C -0.150507 -1.044497 3.740337 0.006 -0.011 0.046
C -0.806873 1.999539 2.010854 0.018 0.060 0.013
C -2.115781 1.259431 2.304104 -0.027 -0.026 -0.029
C 0.241078 1.158409 1.271824 -0.142 -0.087 0.071
C 3.633199 2.252209 -1.303008 0.025 0.020 0.002
C -2.321641 0.582397 -2.019391 0.031 -0.005 0.030
H -0.543581 -0.103607 4.116188 0.044 0.005 0.017
H -4.240991 -3.163336 -5.306410 -0.027 0.009 0.011
H 2.382119 -0.801529 4.666540 -0.005 0.000 0.000
H 3.104261 -1.117082 -1.906097 -0.005 0.003 0.001
H 0.407594 2.422186 -0.543445 0.003 0.005 0.015
H -2.754476 1.901056 2.917705 -0.012 -0.010 0.010
H 1.907928 0.799192 4.082317 0.000 -0.011 -0.013
H -0.342734 3.864399 0.955378 -0.010 0.010 -0.002
H -2.640836 1.046870 1.371931 -0.001 0.021 -0.006
H 0.090616 -1.665501 4.605771 0.004 -0.004 0.006
H -0.929660 -1.554285 3.175137 0.017 0.006 0.001
H 1.637523 -2.886535 3.485606 0.005 0.003 0.003
H 2.604653 -2.312816 2.139819 0.000 0.015 0.001
H -4.868478 -0.026670 -2.436000 0.000 0.007 0.008
H 2.625983 1.465572 -3.678102 -0.002 -0.004 -0.008
H 1.246117 2.040449 -2.732446 0.006 0.008 -0.001
H 0.743242 3.085688 3.083158 -0.002 -0.001 -0.007
H 2.670544 -1.038345 0.575290 0.006 0.026 0.014
H -1.978070 0.314164 2.817957 -0.019 0.068 -0.028
H 3.004738 3.137839 -1.188683 -0.004 -0.001 -0.003
H 4.314140 -0.060600 -2.652219 0.001 -0.003 -0.004
H -0.902137 -1.102639 -3.627219 -0.013 0.025 0.026
H -5.787140 -1.786069 -3.938132 0.005 -0.018 -0.009
H 4.319889 2.424777 -2.135265 0.004 0.008 0.002
H -1.644137 2.901835 0.204526 -0.005 0.007 -0.016
H 3.141105 -0.123777 3.219455 0.001 -0.009 -0.009
H 4.354470 -0.349769 -0.911491 0.002 0.006 -0.001
H 1.396348 0.324700 -3.103627 0.016 -0.016 0.005
H -1.942080 3.795319 1.697097 -0.016 0.008 -0.020
H 0.927059 -2.817817 1.884358 -0.021 0.010 0.002
H 4.220813 2.134583 -0.390139 -0.001 -0.010 0.000
H -0.881188 3.276661 3.755572 -0.006 -0.008 0.006
H 0.024038 1.792906 4.039924 -0.020 -0.033 0.003
```
Positions in Å, forces in eV/Å.

Properties
- ΔE to the lowest compared entry with this formula, charge and spin: 1.6 kcal/mol
- HOMO level (spin up / spin down): -4.189 / -4.189 eV
- Frontier orbital gap (spin up / spin down): 6.42 / 6.42 eV
- Total charge: -1
- E_LUMO (spin up / spin down): 2.2 / 2.2 eV

Calculated energy in order - -45679.740 -79387.352 -58691.296 -151271.903 eV